# 1
ORCA calculation (ωB97M-V with the def2-TZVPD basis set) on a 2-piece molecular cluster, C5H15N3 overall.

```
23
Properties=species:S:1:pos:R:3:forces:R:3
C -1.3674 2.5785 -1.5607 0.07 0.07 0.02
C -1.5983 1.5444 -0.4988 0.10 0.17 -0.40
C -2.8014 1.2030 -0.0636 -0.20 -0.31 0.16
N -3.0714 0.1521 0.8363 0.11 0.05 0.06
H -2.3040 3.0378 -1.8852 0.04 -0.04 0.00
H -0.7101 3.3785 -1.2010 -0.06 -0.07 -0.03
H -0.8775 2.1409 -2.4364 -0.06 0.04 0.03
H -0.7115 1.0220 -0.1554 0.00 -0.03 0.19
H -3.7007 1.6592 -0.4660 0.06 0.15 0.04
H -3.7733 0.3809 1.5246 -0.07 0.01 -0.05
H -2.2365 -0.1677 1.3081 0.00 -0.04 -0.02
N 2.2435 -3.1774 0.4044 -0.10 -0.12 0.08
C 1.6120 -1.8715 0.5441 -0.20 0.07 0.03
C 2.5325 -0.7867 0.0218 -0.42 0.10 -0.01
N 1.8509 0.5142 0.0709 0.40 0.07 0.10
H 1.5994 -3.9128 0.6718 0.08 0.02 -0.04
H 3.0468 -3.2527 1.0159 0.03 -0.02 0.02
H 1.3164 -1.6202 1.5756 0.08 -0.04 0.02
H 0.6863 -1.8597 -0.0370 0.10 -0.01 -0.07
H 3.4557 -0.7914 0.6043 0.25 -0.08 0.00
H 2.7769 -1.0089 -1.0148 0.07 -0.04 -0.04
H 1.8802 0.8645 1.0244 -0.14 -0.01 -0.04
H 2.4010 1.1774 -0.4652 -0.15 0.06 -0.03
```
Positions in Å, forces in eV/Å.

Summary:
**Strongest force on any atom**: 0.44 eV/Å
**SMILES**: C/C=C/N.NCCN
**Gap between HOMO and LUMO**: 8.870 eV
**2S+1**: 1
**Calculated total energy**: -9897.855 eV
**Charge**: 0
**Energy relative to the best compared isomer or geometry (same formula, charge and spin)**: 125.0 kJ/mol
**Highest occupied orbital energy**: -7.87 eV
**LUMO level**: 1.0 eV

These are the Löwdin partial charges, in e, on atoms 1 to 8:
1. C -0.13
2. C -0.19
3. C -0.24
4. N 0.02
5. H 0.07
6. H 0.06
7. H 0.07
8. H 0.07

=====

# 2
ORCA calculation (ωB97M-V with the def2-TZVPD basis set) on one molecule with the formula C5H15N3 at a distorted geometry.

```
23
Properties=species:S:1:pos:R:3:forces:R:3
C -2.6921 0.1994 0.6241 1.50 0.46 0.40
C -1.1381 0.5381 0.7259 -2.07 -0.34 -0.27
C -0.3306 -0.3917 -0.1476 1.94 0.76 0.01
C -0.1644 -1.7775 0.4567 -0.04 0.08 -0.35
C 1.1300 0.2701 -0.4056 -1.24 -0.49 -0.37
N 1.8374 0.4313 0.8382 0.08 -0.20 0.25
N 0.9258 1.5801 -1.0347 -0.21 0.25 0.04
N 1.8824 -0.6578 -1.2245 0.34 -0.42 -0.07
H -3.2482 0.9107 1.2302 -0.16 0.00 0.00
H -3.0344 0.2679 -0.4062 0.00 0.02 -0.08
H -2.8886 -0.8014 0.9990 -0.06 -0.09 0.00
H -0.8385 0.4329 1.7688 0.08 0.05 0.08
H -0.9949 1.5716 0.4108 0.03 -0.02 0.10
H -0.8034 -0.4703 -1.1325 0.02 0.05 -0.07
H 0.4510 -2.3908 -0.1953 0.03 -0.09 0.04
H 0.3345 -1.6998 1.4182 0.00 -0.05 0.14
H -1.1298 -2.2643 0.5706 -0.11 -0.04 0.14
H 2.7759 0.7837 0.6758 -0.06 -0.02 0.02
H 1.3571 1.1047 1.4212 0.01 0.06 -0.06
H 1.8137 1.9990 -1.2994 -0.10 -0.14 0.02
H 0.3510 1.5040 -1.8660 0.05 -0.01 -0.06
H 2.8705 -0.4345 -1.2519 -0.04 0.05 -0.04
H 1.5340 -0.7054 -2.1755 0.00 0.14 0.15
```
Positions in Å, forces in eV/Å.

Summary:
**Strongest force on any atom**: 2.11 eV/Å
**SMILES**: CC[C@H](C)C(N)(N)N
**Gap between HOMO and LUMO**: 9.658 eV
**2S+1**: 1
**Calculated total energy**: -9898.909 eV
**Charge**: 0
**Energy relative to the best compared isomer or geometry (same formula, charge and spin)**: 23.4 kJ/mol
**Highest occupied orbital energy**: -8.75 eV
**LUMO level**: 0.9 eV

These are the Löwdin partial charges, in e, on atoms 1 to 8:
1. C -0.08
2. C -0.23
3. C -0.33
4. C -0.08
5. C -0.66
6. N 0.09
7. N 0.06
8. N 0.07

=====

# 3
ORCA calculation (ωB97M-V with the def2-TZVPD basis set) on an isolated ion of composition C5H15N3 and charge +1 at a distorted geometry.

```
23
Properties=species:S:1:pos:R:3:forces:R:3
N 1.0866 -1.9975 -1.4192 -0.77 0.35 0.60
C 1.2245 -2.0996 0.0303 0.14 0.24 -0.39
C -0.0259 -1.6713 0.7916 -1.42 -1.27 0.34
N -0.2374 -0.2550 0.9377 1.80 0.26 -1.40
C -1.7547 1.6571 1.0410 1.21 0.95 0.75
C -1.0273 0.6030 0.1435 -1.79 0.71 0.48
C -0.2159 1.3649 -1.0200 -0.56 -0.64 0.58
N 1.0189 1.9797 -0.6711 0.72 -0.60 0.50
H 0.4046 -1.2958 -1.6625 0.01 -0.01 -0.28
H 1.9456 -1.7685 -1.8723 0.57 0.04 -0.29
H 1.3693 -3.1515 0.2421 0.10 -0.17 0.49
H 2.0573 -1.5368 0.4579 0.32 -0.03 -0.09
H -0.9279 -2.1327 0.3853 -0.02 0.23 -0.35
H 0.0298 -2.1438 1.7813 0.25 0.46 0.18
H 0.6530 0.2128 1.1441 -0.26 -0.05 0.69
H -2.8235 1.5237 1.1556 -0.04 -0.36 -0.24
H -1.5452 2.6538 0.6562 -0.32 0.01 -0.25
H -1.3239 1.7156 2.0474 -0.12 -0.34 -0.04
H -1.8337 0.0640 -0.3390 0.18 -0.52 -0.21
H -0.1757 0.5776 -1.7573 0.63 0.29 -0.70
H -0.9230 2.1252 -1.3432 -0.31 -0.13 -0.07
H 1.8435 1.5357 -1.0595 -0.19 -0.02 -0.16
H 1.1808 2.0394 0.3300 -0.12 0.58 -0.14
```
Positions in Å, forces in eV/Å.

Summary:
**Strongest force on any atom**: 2.29 eV/Å
**Gap between HOMO and LUMO (spin up / spin down)**: 10.663 / 5.887 eV
**2S+1**: 2
**Calculated total energy**: -9889.506 eV
**Charge**: +1
**Energy relative to the best compared isomer or geometry (same formula, charge and spin)**: 93.8 kJ/mol
**Highest occupied orbital energy (spin up / spin down)**: -13.61 / -13.60 eV
**LUMO level (spin up / spin down)**: -2.9 / -7.7 eV

These are the Löwdin partial charges, in e, on atoms 1 to 8:
1. N 0.04
2. C -0.23
3. C -0.14
4. N 0.16
5. C 0.00
6. C -0.30
7. C -0.19
8. N 0.05

=====

# 4
ORCA calculation (ωB97M-V with the def2-TZVPD basis set) on C5H15N3O as an isolated structure at a distorted geometry.

```
24
Properties=species:S:1:pos:R:3:forces:R:3
C 0.1968 2.1362 -0.8151 0.08 -0.07 0.04
C -0.7292 0.3665 -2.2311 0.23 0.02 -0.05
N -0.0656 0.7235 -0.9787 0.87 -0.31 -0.05
O 1.0861 2.6754 -1.7791 0.02 -0.04 0.01
H 1.9541 2.2742 -1.6511 -0.07 0.02 0.02
H -0.4101 -0.0469 0.2314 0.26 -1.48 1.70
H 0.5876 2.2820 0.1999 -0.02 0.03 -0.10
H -0.7276 2.7088 -0.9291 0.05 -0.11 0.05
H -0.1654 0.7129 -3.1016 -0.06 -0.02 0.01
H -1.7283 0.8047 -2.2713 0.02 -0.03 0.05
H -0.8132 -0.7193 -2.2838 -0.06 0.03 -0.02
C -0.2626 -0.2290 2.4475 0.11 -0.12 -0.28
C -1.1428 -1.9885 1.0412 0.38 0.14 -0.04
N -0.2369 -0.8483 1.1272 -1.19 1.76 -1.00
C 2.0453 -1.0165 -0.0437 -1.19 0.16 -0.08
N 1.4500 -1.5109 0.9070 1.13 -0.62 -0.44
H 0.1215 -0.9336 3.1898 0.03 0.00 -0.01
H 0.3773 0.6519 2.4402 0.03 0.02 0.04
H -2.1688 -1.7120 1.3076 0.08 0.03 -0.03
H -0.8069 -2.7760 1.7207 0.04 -0.02 -0.01
H -1.1304 -2.3774 0.0244 -0.01 -0.05 -0.02
H -1.2764 0.0692 2.7359 0.04 -0.02 -0.03
H 0.8669 0.1600 -0.8496 -0.93 0.77 -0.41
H 2.9786 -1.4069 -0.4386 0.16 -0.10 0.65
```
Positions in Å, forces in eV/Å.

Summary:
**Strongest force on any atom**: 2.35 eV/Å
**Gap between HOMO and LUMO**: 8.024 eV
**2S+1**: 1
**Calculated total energy**: -11941.877 eV
**Charge**: 0
**Energy relative to the best compared isomer or geometry (same formula, charge and spin)**: 470.1 kJ/mol
**Highest occupied orbital energy**: -7.18 eV
**LUMO level**: 0.8 eV

These are the Löwdin partial charges, in e, on atoms 1 to 8:
1. C -0.29
2. C -0.09
3. N -0.17
4. O -0.05
5. H 0.09
6. H 0.12
7. H 0.12
8. H 0.13

=====

# 5
ORCA calculation (ωB97M-V with the def2-TZVPD basis set) on a 2-piece molecular cluster, C5H15NO overall at a distorted geometry.

```
22
Properties=species:S:1:pos:R:3:forces:R:3
C -0.7381 1.7387 -1.4315 1.05 -0.13 0.60
C -0.1811 0.2853 -1.2827 -1.29 1.63 -0.44
C -0.9597 -0.4140 -0.1494 0.89 -0.35 0.98
C -0.3652 -1.8087 0.0957 0.60 -0.49 -0.70
C -0.9306 0.3987 1.1393 -0.03 0.12 0.98
N 1.2406 0.2852 -1.0740 -0.31 -1.10 -0.81
H -1.8255 1.6722 -1.3677 -0.02 0.63 -0.27
H -0.3126 2.2670 -2.2907 -0.58 -0.48 -0.57
H -0.3020 2.3744 -0.6489 -0.61 -0.32 0.46
H -0.4956 -0.1565 -2.2346 0.68 -0.59 0.04
H -2.0219 -0.5551 -0.3698 0.07 0.22 -0.55
H -0.3785 -2.2283 1.0999 -0.72 0.25 0.15
H -0.8095 -2.5134 -0.6192 0.00 -0.15 0.20
H 0.7097 -1.8263 -0.1080 -0.10 0.29 -0.19
H -1.6127 1.2536 1.1975 -0.10 -0.10 -0.34
H 0.0387 0.8063 1.4367 0.17 -0.22 -0.28
H -1.2001 -0.2761 1.9558 -0.04 0.14 0.07
H 1.5371 0.7783 -0.2624 0.44 0.28 0.43
H 1.8173 0.3725 -1.8959 -0.07 0.26 0.25
H 1.8961 -0.4021 2.8300 -0.17 -0.02 0.27
H 2.3772 -1.5004 1.8794 0.05 0.43 0.15
O 2.5163 -0.5516 2.1005 0.09 -0.33 -0.41
```
Positions in Å, forces in eV/Å.

Summary:
**Strongest force on any atom**: 2.13 eV/Å
**Gap between HOMO and LUMO (spin up / spin down)**: 2.586 / 9.106 eV
**2S+1**: 2
**Calculated total energy**: -8964.352 eV
**Charge**: -1
**Energy relative to the best compared isomer or geometry (same formula, charge and spin)**: 50.7 kJ/mol
**Highest occupied orbital energy (spin up / spin down)**: 1.12 / -5.54 eV
**LUMO level (spin up / spin down)**: 3.7 / 3.6 eV

These are the Löwdin partial charges, in e, on atoms 1 to 8:
1. C -0.10
2. C -0.45
3. C -0.40
4. C -0.20
5. C -0.21
6. N 0.03
7. H 0.07
8. H 0.06